[1]
{
  "formula": "CH2Cl2O2P",
  "method": "wB97M-V/def2-TZVPD",
  "elements": ["C", "O", "O", "P", "Cl", "Cl", "H", "H"],
  "xyz": [[-1.33552, -0.14305, -0.32417], [2.53858, -2.32341, -0.47531], [2.96582, 0.07859, 0.45519], [1.95253, -1.05496, 0.19926], [-1.70338, -1.62154, 0.50664], [-2.05323, 1.17668, 0.61631], [-1.73201, -0.21176, -1.44574], [-0.09134, -0.50944, -0.33749]],
  "atomic_forces_ev_per_a": [[2.3, -1.9, -2.6], [-1.4, 2.0, 1.2], [-1.9, -1.5, -0.1], [3.5, -0.6, -1.2], [-1.2, -1.5, 0.5], [0.6, 0.2, -0.6], [0.6, 0.5, 2.7], [-2.5, 2.7, 0.1]],
  "lumo_ev": 3.20,
  "energy_ha": -1451.5897,
  "molar_mass_da": 147.9,
  "e_homo_ha": -0.1602,
  "largest_force_ev_per_a": 3.947,
  "charge": -1
}

[2]
{
  "formula": "C6H7I",
  "method": "wB97M-V/def2-TZVPD",
  "elements": ["C", "C", "C", "C", "C", "C", "I", "H", "H", "H", "H", "H", "H", "H"],
  "xyz": [[0.22528, 0.39494, -1.58589], [-0.58151, 1.63726, 0.90822], [0.01952, 0.96608, -0.24306], [0.15709, -0.49415, 0.06764], [-1.07677, 0.20590, 0.51170], [1.02111, -1.63119, 0.51662], [-3.02898, -0.28648, -0.23942], [-0.61974, 0.19948, -2.24017], [1.14403, 0.48462, -2.17589], [-0.02044, 1.52715, 1.89506], [-1.17515, 2.55939, 0.86346], [0.50546, -2.17656, 1.12976], [1.99569, -1.25544, 0.96396], [1.43440, -2.13100, -0.37202]],
  "atomic_forces_ev_per_a": [[-0.4, -1.1, 1.3], [1.1, -0.7, 2.3], [0.6, -1.6, 0.0], [-1.1, 2.7, -2.3], [0.0, -0.4, -1.0], [4.8, 4.6, -3.7], [0.4, 0.4, 0.0], [-0.3, -0.1, 0.5], [0.0, 0.3, 0.7], [-0.5, 0.7, -1.4], [-0.1, -0.7, -0.4], [-2.7, -3.5, 3.4], [-1.2, -0.3, 0.1], [-0.7, -0.4, 0.4]],
  "smiles": "C[C@]12C[C@@]13C[C@]23I",
  "lumo_ev": 0.69,
  "energy_ha": -530.2923,
  "molar_mass_da": 206.0,
  "e_homo_ha": -0.2910,
  "largest_force_ev_per_a": 7.600,
  "charge": 0
}

[3]
{
  "formula": "C5H11B",
  "method": "wB97M-V/def2-TZVPD",
  "elements": ["B", "C", "C", "C", "C", "C", "H", "H", "H", "H", "H", "H", "H", "H", "H", "H", "H"],
  "xyz": [[0.76666, 0.22151, -0.07859], [-2.75598, -0.21365, -0.17060], [-1.81201, 0.48620, 0.43079], [0.75301, -1.35325, 0.00964], [2.12830, 1.02542, -0.02596], [-0.57403, 1.01689, -0.17084], [-3.62806, -0.58034, 0.34338], [-2.68530, -0.44092, -1.22404], [-1.90322, 0.71429, 1.48856], [1.29544, -1.80247, -0.82392], [-0.25093, -1.77474, 0.01384], [1.26279, -1.69966, 0.90899], [2.94964, 0.45479, 0.40515], [2.03664, 1.95415, 0.53341], [2.43638, 1.30791, -1.03167], [-0.82905, 0.85191, -1.78542], [-0.52202, 2.09873, -0.09066]],
  "atomic_forces_ev_per_a": [[0.4, -0.2, 0.0], [-0.1, -0.1, -0.1], [0.0, 0.0, 0.1], [-0.3, 0.2, -0.1], [-0.2, -0.2, 0.1], [-0.9, -0.3, -4.0], [-0.1, 0.0, 0.2], [0.0, 0.0, -0.2], [-0.1, 0.0, 0.1], [0.1, 0.0, -0.1], [0.0, 0.0, 0.0], [0.1, 0.0, 0.1], [0.0, -0.1, 0.0], [-0.1, 0.2, 0.0], [0.0, 0.0, -0.2], [1.0, 0.3, 4.0], [0.2, 0.1, 0.0]],
  "lumo_ev": 0.33,
  "energy_ha": -221.8734,
  "molar_mass_da": 82.0,
  "e_homo_ha": -0.3488,
  "largest_force_ev_per_a": 4.130,
  "charge": 0
}

[4]
{
  "formula": "C35H54BaN6O10P2",
  "method": "wB97M-V/def2-TZVPD",
  "elements": ["Ba", "C", "N", "C", "C", "O", "C", "O", "C", "C", "O", "N", "C", "C", "H", "H", "H", "H", "H", "H", "H", "H", "H", "H", "H", "H", "H", "H", "H", "H", "C", "C", "C", "C", "N", "C", "C", "C", "C", "C", "C", "C", "H", "H", "H", "H", "H", "H", "H", "H", "C", "C", "C", "O", "P", "O", "C", "P", "O", "O", "C", "C", "C", "O", "C", "C", "C", "O", "C", "C", "C", "H", "H", "H", "H", "H", "H", "H", "H", "H", "H", "H", "H", "H", "H", "H", "H", "H", "H", "H", "H", "H", "H", "H", "H", "H", "H", "H", "H", "H", "H", "O", "N", "C", "C", "N", "C", "N"],
  "xyz": [[1.41478, 0.38793, 0.73503], [-0.53324, -0.14852, 5.69559], [0.68151, -0.45475, 4.95102], [1.94757, -0.07721, 5.56531], [0.64080, -0.63154, 3.62661], [1.63656, -0.58999, 2.90836], [-0.74350, -0.90074, 3.00158], [-0.65273, -1.13338, 1.59726], [-0.88420, -2.43625, 1.08124], [0.19933, -3.42981, 1.53253], [0.70537, -3.25533, 2.63080], [0.49698, -4.46290, 0.72008], [1.67121, -5.27366, 1.01181], [-0.14779, -4.66922, -0.56658], [-0.27693, -0.09439, 6.75140], [-1.27531, -0.93973, 5.58802], [-0.94680, 0.81420, 5.38469], [2.03188, -0.56686, 6.53543], [1.99614, 1.00584, 5.70309], [2.76762, -0.39202, 4.92890], [-1.36263, -0.01025, 3.13716], [-1.18348, -1.75565, 3.51654], [-0.88476, -2.31103, -0.00104], [-1.86339, -2.81591, 1.39854], [2.10627, -4.93309, 1.94463], [2.40422, -5.15409, 0.21042], [1.38952, -6.32489, 1.09512], [0.29450, -4.05209, -1.34780], [-1.22116, -4.49143, -0.50442], [-0.01866, -5.71432, -0.84629], [6.33151, 1.38589, 2.06865], [7.06182, 0.88532, 1.00240], [6.46108, -0.00618, 0.13385], [5.13476, -0.39171, 0.33875], [4.41892, 0.12917, 1.34954], [5.01384, 0.97824, 2.18299], [4.45025, -1.39650, -0.55455], [5.24465, -2.37301, -1.15657], [4.67685, -3.30128, -2.02145], [3.31136, -3.24131, -2.26311], [2.54017, -2.27509, -1.61422], [3.05651, -1.30200, -0.74400], [6.74570, 2.08321, 2.78373], [8.08851, 1.19483, 0.84728], [7.00222, -0.39584, -0.71710], [4.39755, 1.36434, 2.99114], [6.30728, -2.43607, -0.94692], [5.29556, -4.05678, -2.49148], [2.85713, -3.95453, -2.94675], [1.47091, -2.27384, -1.84203], [-2.71831, -1.97631, -4.48173], [-1.67149, -0.89282, -4.50257], [-0.62357, -1.06203, -5.57139], [-0.96295, -0.94149, -3.20806], [-0.95980, 0.25088, -2.19920], [0.11599, 0.08535, -1.15832], [-2.56228, 0.31936, -1.42491], [-2.80188, 1.60048, -0.16730], [-1.62577, 1.68375, 0.70627], [-4.15133, 1.22077, 0.55242], [-4.05197, 0.19575, 1.62350], [-4.07874, 0.91513, 2.94634], [-5.17918, -0.77540, 1.39537], [-3.15792, 2.90156, -0.97019], [-4.40745, 3.05073, -1.72702], [-4.01794, 3.52237, -3.10511], [-5.29312, 3.99962, -0.96136], [-0.82088, 1.57603, -3.01628], [0.36624, 2.47882, -2.86293], [-0.09519, 3.81570, -3.37109], [1.53695, 1.88160, -3.59256], [-3.28621, -1.96286, -5.41414], [-3.42362, -1.84293, -3.66041], [-2.25598, -2.95970, -4.38220], [-2.14040, 0.09079, -4.58858], [-0.07801, -1.99419, -5.41710], [0.09107, -0.24045, -5.55906], [-1.09564, -1.09454, -6.55543], [-2.70199, -0.65505, -0.94287], [-3.33160, 0.44153, -2.19810], [-3.08377, -0.29954, 1.50845], [-5.01282, 1.46707, 3.06823], [-3.24300, 1.61068, 3.02870], [-4.00338, 0.19049, 3.76182], [-6.14497, -0.27016, 1.44996], [-5.15807, -1.55191, 2.16296], [-5.10134, -1.25708, 0.41962], [-4.88683, 2.06928, -1.78595], [-3.56695, 4.51527, -3.05881], [-4.89966, 3.57860, -3.74652], [-3.29521, 2.84677, -3.56544], [-4.79541, 4.96150, -0.82974], [-5.53539, 3.59646, 0.02078], [-6.22494, 4.17037, -1.50462], [0.55552, 2.52857, -1.79077], [-0.39481, 3.74867, -4.41917], [0.72184, 4.53562, -3.29990], [-0.93216, 4.19534, -2.78583], [1.31837, 1.80009, -4.66004], [1.81850, 0.90263, -3.20088], [2.40523, 2.53344, -3.47238], [0.39280, 2.15142, 3.20749], [0.97743, 2.99419, 3.92958], [2.03748, 3.58661, 3.34589], [2.81414, 4.53674, 4.07241], [3.45487, 5.30206, 4.64789], [2.36316, 3.21843, 2.01026], [2.54605, 2.90019, 0.91484]],
  "atomic_forces_ev_per_a": [[1.6, 1.3, 0.4], [0.2, -0.1, 0.1], [-0.1, 0.1, 0.1], [0.0, 0.1, 0.1], [-0.2, -0.2, -0.3], [0.1, -0.6, 1.5], [0.2, -0.2, 0.1], [-0.2, -0.3, 0.3], [0.3, 0.1, 0.1], [-0.2, 0.2, 0.5], [0.0, -0.2, -0.2], [0.0, 0.1, -0.1], [-0.1, 0.0, -0.1], [0.0, -0.1, 0.1], [0.0, 0.0, 0.0], [0.0, 0.0, -0.1], [0.0, 0.0, 0.0], [0.0, 0.0, 0.0], [0.0, 0.0, 0.0], [0.0, 0.0, 0.0], [0.0, 0.0, 0.0], [-0.1, 0.0, -0.1], [0.0, 0.0, 0.0], [0.0, 0.0, 0.0], [0.0, 0.0, 0.0], [0.0, 0.0, 0.0], [0.0, 0.0, 0.0], [0.0, 0.1, -0.1], [0.0, 0.1, 0.0], [0.0, 0.0, 0.0], [-0.1, 0.0, 0.0], [0.1, 0.0, 0.0], [0.0, 0.0, 0.0], [-0.3, -0.2, 0.0], [0.0, 0.0, -0.2], [-0.1, 0.0, 0.0], [0.3, 0.4, 0.3], [-0.1, -0.1, -0.1], [0.0, 0.1, 0.1], [0.0, 0.0, 0.1], [0.0, 0.0, -0.2], [0.1, -0.3, -0.2], [0.0, 0.0, 0.0], [0.0, 0.0, 0.0], [0.0, 0.0, 0.0], [0.0, 0.0, 0.0], [0.0, 0.0, 0.0], [0.0, 0.0, 0.0], [0.0, 0.0, 0.0], [0.0, 0.1, 0.0], [-0.2, -0.2, -0.1], [0.2, 0.1, 0.5], [0.0, -0.1, -0.2], [-0.3, -0.2, -0.5], [1.7, 0.3, 1.7], [-2.4, -0.5, -3.1], [-0.7, -0.2, -0.3], [0.9, 0.0, 0.0], [-0.1, 0.3, -0.1], [-0.2, -0.5, 0.3], [0.1, 0.4, -0.4], [-0.1, 0.0, 0.3], [-0.2, -0.1, 0.1], [-0.2, 0.1, 0.0], [0.3, -0.2, 0.2], [0.0, 0.1, -0.2], [-0.2, 0.2, 0.0], [0.1, 0.4, -0.3], [-0.5, -0.4, 0.2], [0.1, 0.2, -0.2], [0.2, 0.0, -0.2], [0.0, 0.0, 0.0], [0.0, 0.0, 0.0], [0.0, 0.0, 0.0], [0.0, 0.0, 0.0], [0.0, 0.0, 0.0], [0.0, 0.0, 0.1], [0.0, 0.0, 0.0], [-0.1, 0.0, -0.1], [0.0, -0.2, 0.1], [0.0, 0.0, 0.0], [0.0, 0.0, 0.0], [0.0, 0.0, -0.1], [0.0, 0.0, 0.0], [0.0, 0.0, 0.0], [0.0, 0.0, 0.0], [0.0, 0.0, 0.0], [0.0, 0.0, 0.0], [0.0, 0.0, 0.0], [0.0, 0.0, 0.0], [0.0, 0.0, 0.0], [0.0, 0.0, 0.0], [0.0, 0.0, 0.0], [0.0, 0.0, 0.0], [0.1, 0.0, 0.0], [0.0, 0.0, 0.0], [0.0, 0.0, 0.0], [0.0, -0.1, 0.0], [0.0, 0.0, 0.0], [-0.1, 0.0, 0.0], [0.0, 0.0, 0.0], [-0.3, -0.3, 0.1], [0.4, 0.1, -0.3], [0.0, -0.1, 0.2], [-0.1, -0.1, -0.1], [0.0, 0.0, 0.0], [0.0, 0.4, 0.0], [0.1, 0.4, 0.1]],
  "lumo_ev": -0.09,
  "energy_ha": -3155.4088,
  "molar_mass_da": 918.1,
  "e_homo_ha": -0.2376,
  "largest_force_ev_per_a": 3.953,
  "charge": 0
}

Going through the records in order, we get energy relative to the best compared isomer or geometry (same formula, charge and spin) values of 2.187 4.725 2.068 1.234 eV.